2 unconnected molecules or ions with the total composition C71H79N6O3 in a non-equilibrium geometry. Source: the Open Molecules 2025 dataset; level of theory: ωB97M-V/def2-TZVPD.

```
! RIJCOSX wB97M-V def2-TZVPD def2/J DEFGRID3
* xyz 1 1
C -0.34601 8.18770 -0.97748
N -0.50344 7.06266 -1.86735
C 0.23803 6.90907 -3.00898
O 1.16247 7.64079 -3.35188
C -0.25260 5.63218 -3.69038
C 0.92070 4.77392 -4.17332
C 1.64732 4.18291 -2.99729
C 2.56551 4.93496 -2.25555
C 3.02121 4.44725 -1.02685
C 2.51232 3.24821 -0.51412
C 1.64314 2.48106 -1.29913
C 1.36554 2.87232 -2.60740
N -1.08525 5.02514 -2.65570
C -1.40603 3.71738 -2.61115
C -1.96061 3.08302 -1.50897
C -2.21239 1.68357 -1.43352
C -3.53841 1.21894 -1.15120
C -3.89037 -0.15390 -1.28017
C -5.21930 -0.55909 -1.22612
C -6.24325 0.37517 -0.98431
C -5.91101 1.72115 -0.76871
C -4.58559 2.13930 -0.86229
C -1.46822 5.99964 -1.61912
C -2.88253 6.49824 -1.70854
C -3.21341 7.62901 -2.36854
C -4.51233 8.28660 -2.33833
C -4.77810 9.38435 -3.19628
C -6.01005 10.03885 -3.16512
C -7.00365 9.62482 -2.26120
C -6.74852 8.55272 -1.39095
C -5.52245 7.88527 -1.43058
H 0.40306 8.85984 -1.39985
H -1.29436 8.72136 -0.86300
H -0.01034 7.84855 0.01093
H -0.89882 5.93650 -4.53221
H 0.53298 3.99918 -4.84152
H 1.59119 5.43053 -4.74295
H 2.87695 5.91486 -2.62487
H 3.74780 5.02509 -0.45167
H 2.78750 2.90333 0.48913
H 1.16454 1.58061 -0.90967
H 0.82058 2.20905 -3.28464
H -1.18736 3.14811 -3.52348
H -2.22864 3.69631 -0.64032
H -1.45733 0.99207 -1.80165
H -3.08703 -0.87175 -1.46187
H -5.47248 -1.61135 -1.38077
H -7.28354 0.05336 -0.94072
H -6.69470 2.45199 -0.53962
H -4.34958 3.19890 -0.76532
H -1.31528 5.55131 -0.62479
H -3.63769 5.84451 -1.26627
H -2.45438 8.11095 -2.99645
H -3.99594 9.70608 -3.89114
H -6.20360 10.87413 -3.84398
H -7.96560 10.14163 -2.22761
H -7.51011 8.23545 -0.67656
H -5.31739 7.05292 -0.75323
C 1.06351 -4.17452 4.24037
C -0.40273 -4.00188 4.57358
C -1.22537 -5.10436 3.90336
C -0.47841 -4.19352 6.09916
C -1.02838 -2.63203 4.17362
C -2.27461 -2.42921 4.76698
C -2.86275 -1.17892 4.78226
C -2.24982 -0.13581 4.09983
C -1.07938 -0.31015 3.36689
C -0.45410 0.95570 2.69886
C 1.01123 1.13904 3.10487
C -1.16721 2.25386 3.11023
C -0.58501 0.86637 1.18899
C -0.53679 -1.62900 3.28255
N 0.50632 -1.94023 2.31579
C 0.46118 -2.38150 1.00585
C -0.56671 -2.17835 0.08903
C -0.92031 -3.17405 -0.91658
C -0.88945 -2.92104 -2.31969
C -0.81618 -3.97550 -3.21807
C -0.88806 -5.28930 -2.70566
N -0.09538 -6.31990 -3.28934
O 0.10484 -7.34940 -2.58729
O 0.42110 -6.14663 -4.41074
C -1.32986 -5.53536 -1.39282
C -1.36726 -4.46987 -0.51452
N 1.73906 -2.92411 0.77573
C 2.22889 -3.57065 -0.42431
C 2.60531 -2.80001 -1.53831
C 2.88764 -1.27384 -1.62917
C 4.33077 -1.05804 -2.12109
C 2.76774 -0.48618 -0.34012
C 1.88772 -0.68762 -2.63164
C 2.79421 -3.45718 -2.76622
C 2.67074 -4.81888 -2.88906
C 2.46297 -5.58104 -1.74901
C 2.31700 -4.99582 -0.49121
C 2.21793 -5.97733 0.72231
C 2.42524 -7.44462 0.31182
C 0.82414 -5.88084 1.32180
C 3.28899 -5.70160 1.77700
C 2.55183 -2.49666 1.84457
C 4.01634 -2.57005 1.97390
C 4.92784 -2.99909 0.97422
C 6.29894 -3.01608 1.24437
C 6.78597 -2.61047 2.49416
C 5.89370 -2.18296 3.48915
C 4.52760 -2.15521 3.22804
N 1.82029 -1.91921 2.77482
H 1.67321 -3.35239 4.62341
H 1.43223 -5.11359 4.67994
H 1.21489 -4.25295 3.16570
H -2.24901 -5.11929 4.29708
H -1.28721 -4.93248 2.81945
H -0.76716 -6.08912 4.07940
H -1.50512 -4.23205 6.47335
H 0.01063 -5.13819 6.36810
H 0.04853 -3.37624 6.60532
H -2.77124 -3.25938 5.27288
H -3.77908 -1.00713 5.34107
H -2.70422 0.85029 4.15574
H 1.61576 0.25282 2.90640
H 1.45226 1.98704 2.56203
H 1.06669 1.34693 4.18040
H -2.21336 2.27450 2.78005
H -1.12683 2.40431 4.19614
H -0.66736 3.11389 2.64281
H -1.63224 0.73725 0.89390
H -0.20294 1.77733 0.70853
H -0.02660 0.01451 0.80158
H -1.31144 -1.43191 0.34774
H -0.88634 -1.88871 -2.67748
H -0.62749 -3.83573 -4.28116
H -1.54574 -6.56261 -1.10596
H -1.68762 -4.62647 0.51804
H 4.50869 -1.50114 -3.10710
H 4.55812 0.01516 -2.18665
H 5.03615 -1.49940 -1.40415
H 1.75482 -0.54597 0.07097
H 3.48747 -0.81262 0.41563
H 2.98870 0.57056 -0.54246
H 0.87003 -0.81087 -2.23800
H 2.07582 0.38161 -2.79379
H 1.92898 -1.19160 -3.60364
H 3.06737 -2.88327 -3.65373
H 2.78356 -5.30478 -3.86150
H 2.46505 -6.66376 -1.86497
H 3.42008 -7.58857 -0.12773
H 2.36004 -8.08453 1.20292
H 1.65570 -7.78406 -0.39163
H 0.52177 -4.83009 1.40808
H 0.09234 -6.37089 0.66590
H 0.77872 -6.36353 2.30998
H 3.11692 -4.76027 2.29926
H 3.28904 -6.50064 2.53391
H 4.28116 -5.65664 1.31070
H 4.55311 -3.34157 0.00916
H 6.98507 -3.35272 0.46559
H 7.86018 -2.62765 2.68907
H 6.26048 -1.87864 4.47164
H 3.81308 -1.81846 3.98343
*
```

Results
Frontier orbital gap, eV: 4.1

Atom charges from the Löwdin analysis, given in e for atoms 1 to 99:
1 C 0.00
2 N -0.05
3 C -0.39
4 O 0.08
5 C -0.15
6 C -0.07
7 C -0.22
8 C -0.02
9 C -0.05
10 C -0.07
11 C -0.11
12 C -0.07
13 N 0.03
14 C -0.01
15 C -0.06
16 C 0.05
17 C -0.21
18 C 0.01
19 C -0.04
20 C -0.03
21 C -0.05
22 C 0.00
23 C -0.22
24 C -0.01
25 C -0.04
26 C -0.22
27 C -0.03
28 C -0.07
29 C -0.07
30 C -0.07
31 C -0.03
32 H 0.10
33 H 0.09
34 H 0.10
35 H 0.18
36 H 0.12
37 H 0.14
38 H 0.12
39 H 0.11
40 H 0.11
41 H 0.07
42 H 0.11
43 H 0.15
44 H 0.12
45 H 0.13
46 H 0.11
47 H 0.12
48 H 0.12
49 H 0.12
50 H 0.10
51 H 0.16
52 H 0.10
53 H 0.13
54 H 0.11
55 H 0.11
56 H 0.11
57 H 0.11
58 H 0.10
59 C -0.06
60 C -0.52
61 C -0.04
62 C -0.05
63 C -0.06
64 C -0.05
65 C -0.05
66 C -0.04
67 C -0.07
68 C -0.51
69 C -0.03
70 C -0.08
71 C -0.06
72 C -0.04
73 N 0.02
74 C -0.21
75 C -0.03
76 C -0.21
77 C -0.03
78 C 0.01
79 C -0.17
80 N -0.31
81 O 0.03
82 O 0.05
83 C 0.00
84 C -0.02
85 N 0.11
86 C -0.09
87 C -0.09
88 C -0.50
89 C -0.02
90 C -0.04
91 C -0.04
92 C -0.04
93 C -0.05
94 C -0.03
95 C -0.05
96 C -0.50
97 C -0.06
98 C -0.05
99 C -0.03